*a*
Here is a structure of composition CH3Br2OP from the OMol25 dataset. Energies are from ωB97M-V with the def2-TZVPD basis set.

HOMO energy = -8.72 eV
Charge = 0

Element x y z (Å)
C  0.754  0.237  -0.233
O  1.762  -0.725  0.055
P  -1.485  0.182  -0.837
Br  -2.370  1.469  0.696
Br  -2.024  -1.833  -0.096
H  1.063  0.740  -1.145
H  0.615  0.943  0.585
H  1.684  -1.013  0.975


*b*
Here is a structure of composition CH3Br2OP from the OMol25 dataset. Energies are from ωB97M-V with the def2-TZVPD basis set.

HOMO energy (alpha / beta) = -10.24 / -8.82 eV
Charge = 0

Element x y z (Å)
C  0.406  1.419  0.675
O  1.264  2.363  0.183
P  3.982  -0.205  1.132
Br  4.001  -2.106  -0.060
Br  3.482  1.406  -0.384
H  -0.434  1.053  0.061
H  -0.013  1.710  1.588
H  1.147  0.473  1.005


Most stable pick: *a*. Distance to second place: 53.4 kcal/mol.